[1]
{
  "formula": "C45H62BN9O4Pt",
  "method": "the ωB97M-V functional and the def2-TZVPD basis",
  "elements": ["Pt", "C", "N", "C", "C", "N", "C", "C", "C", "C", "C", "C", "C", "C", "C", "N", "C", "N", "C", "C", "N", "C", "C", "C", "N", "C", "C", "H", "H", "H", "H", "H", "H", "H", "H", "H", "H", "H", "H", "H", "H", "H", "H", "H", "H", "H", "H", "H", "H", "H", "H", "H", "H", "H", "H", "H", "H", "C", "C", "C", "C", "C", "C", "N", "C", "C", "C", "C", "C", "C", "C", "O", "O", "C", "C", "H", "H", "H", "H", "H", "H", "H", "H", "H", "H", "H", "H", "H", "H", "C", "C", "C", "O", "B", "O", "C", "C", "C", "H", "H", "H", "H", "H", "H", "H", "H", "H", "H", "H", "H", "C", "C", "N", "C", "C", "N", "H", "H", "H", "H", "H", "H"],
  "coordinates": [[1.07556, -0.67026, 0.28208], [-1.01605, -2.07314, 4.60854], [-0.28871, -0.83152, 4.56070], [-0.02304, -0.21789, 5.84235], [0.27752, -0.35460, 3.40303], [0.77121, -1.10498, 2.45243], [1.20493, -2.41523, 2.71562], [2.02796, -2.63394, 3.79944], [2.55543, -3.89987, 4.09678], [2.27106, -4.95287, 3.28182], [1.45885, -4.77533, 2.13336], [1.23805, -5.89426, 1.29306], [0.51518, -5.76283, 0.14778], [-0.02938, -4.51391, -0.18736], [0.11214, -3.40490, 0.61653], [-0.48535, -2.20131, 0.16889], [-1.73689, -2.21658, -0.22656], [-2.67819, -3.09731, 0.24117], [-2.64600, -3.61925, 1.58281], [-3.63076, -3.73220, -0.64214], [-2.19147, -1.36765, -1.17947], [-1.31749, -0.79214, -2.17610], [-3.51281, -0.77028, -1.10603], [0.90166, -3.50078, 1.81975], [0.30751, 0.99858, 3.31881], [1.25708, 1.68535, 2.47316], [-0.81602, 1.80791, 3.76490], [-1.90023, -1.94148, 5.23751], [-0.41620, -2.90024, 5.00428], [-1.35307, -2.30152, 3.60847], [0.43348, -0.95506, 6.51260], [-0.94136, 0.14640, 6.31368], [0.66243, 0.61745, 5.72688], [2.27869, -1.78728, 4.42708], [3.19192, -4.02628, 4.96379], [2.66882, -5.93971, 3.48362], [1.67647, -6.84396, 1.57335], [0.36578, -6.60751, -0.51294], [-0.57769, -4.39921, -1.11445], [-2.03219, -2.96397, 2.18159], [-2.24813, -4.63922, 1.62618], [-3.65874, -3.61197, 1.99382], [-3.47693, -3.40353, -1.66610], [-4.66064, -3.50459, -0.35081], [-3.49677, -4.81905, -0.60193], [-0.46465, -1.44639, -2.34193], [-0.96801, 0.20093, -1.88019], [-1.87764, -0.70353, -3.11202], [-3.99067, -1.02851, -0.16520], [-4.14131, -1.09171, -1.94284], [-3.41486, 0.31637, -1.14733], [2.22460, 1.18903, 2.52320], [1.36819, 2.70307, 2.85375], [0.92284, 1.73249, 1.43232], [-0.50816, 2.50779, 4.54756], [-1.61425, 1.17049, 4.13233], [-1.20822, 2.37928, 2.92013], [0.95885, 5.69183, -3.27510], [-0.34188, 4.99577, -2.96643], [-1.39013, 5.07714, -3.87659], [-2.60859, 4.47120, -3.60838], [-2.79286, 3.78323, -2.42362], [-1.75778, 3.70330, -1.49123], [-1.88577, 2.98046, -0.29381], [-3.03869, 2.80487, 0.45140], [-4.06638, 3.76143, 0.45427], [-5.18073, 3.60604, 1.25554], [-5.30915, 2.49741, 2.08544], [-4.29364, 1.55799, 2.09804], [-3.15824, 1.68317, 1.30259], [-2.09813, 0.59217, 1.39468], [-2.32486, -0.38645, 2.13011], [-1.07056, 0.74899, 0.66198], [-0.51794, 4.30085, -1.76442], [0.59867, 4.15811, -0.76610], [0.95033, 6.08677, -4.29041], [1.81493, 5.02297, -3.17916], [1.13063, 6.52853, -2.59341], [-1.24680, 5.61857, -4.80433], [-3.41283, 4.52613, -4.33156], [-3.73376, 3.29248, -2.21224], [-1.21638, 2.22340, -0.11401], [-3.96744, 4.64167, -0.16634], [-5.95281, 4.36610, 1.23827], [-6.18231, 2.37508, 2.71291], [-4.34833, 0.68120, 2.73062], [0.19826, 4.13955, 0.24833], [1.32014, 4.97023, -0.84430], [1.13088, 3.21252, -0.92095], [2.01596, -1.27455, -5.00035], [2.34803, -0.51736, -3.72749], [3.86041, -0.46279, -3.52926], [1.81245, -1.23451, -2.60211], [1.40680, -0.30664, -1.64143], [1.40064, 0.97181, -2.19269], [1.66748, 0.88185, -3.60359], [0.32961, 0.97965, -4.32649], [2.54791, 2.05504, -3.99661], [2.54268, -2.22946, -5.00451], [2.32631, -0.70939, -5.88206], [0.94849, -1.47386, -5.07180], [4.23662, -1.48421, -3.45541], [4.10793, 0.06536, -2.60549], [4.36358, 0.03383, -4.36049], [-0.31906, 0.14020, -4.07245], [0.46003, 1.00159, -5.40962], [-0.16891, 1.89996, -4.01546], [3.44566, 2.10236, -3.38196], [1.98682, 2.97865, -3.85478], [2.83962, 1.99195, -5.04731], [3.92854, -2.43915, 0.51079], [4.03423, -0.96095, 0.43402], [3.03527, -0.09701, 0.38160], [3.58552, 1.16546, 0.26604], [4.93640, 1.06257, 0.27755], [5.20241, -0.28436, 0.39210], [3.03644, -2.75184, -0.03209], [3.83471, -2.77246, 1.54669], [4.80652, -2.90793, 0.06410], [2.96599, 2.03814, 0.16363], [5.71300, 1.80215, 0.20845], [6.10975, -0.71408, 0.41495]],
  "forces_ev_per_angstrom": [[0.0, -0.9, -0.1], [0.0, 0.0, 0.0], [0.1, 0.0, 0.0], [0.0, 0.0, 0.0], [-0.1, 0.1, 0.1], [0.0, -0.1, -0.1], [0.0, 0.1, 0.2], [0.0, 0.0, 0.0], [0.0, 0.0, 0.0], [0.0, 0.0, 0.0], [0.0, 0.0, 0.0], [0.0, 0.0, 0.0], [0.0, 0.0, 0.0], [0.0, 0.1, 0.0], [-0.1, -0.1, -0.1], [0.3, 0.5, 0.1], [-0.1, 0.1, -0.2], [0.1, 0.0, 0.0], [0.1, 0.0, 0.0], [0.0, 0.0, 0.0], [0.0, 0.0, 0.0], [-0.2, -0.1, 0.2], [0.0, 0.0, 0.0], [0.0, -0.1, 0.0], [0.0, 0.1, 0.0], [0.1, 0.1, 0.0], [0.1, 0.0, 0.1], [0.0, 0.0, 0.0], [0.0, 0.0, 0.0], [0.0, 0.0, 0.0], [0.0, 0.0, 0.0], [0.0, 0.0, 0.0], [0.0, 0.0, 0.0], [0.0, 0.0, 0.0], [0.0, 0.0, 0.0], [0.0, 0.0, 0.0], [0.0, 0.0, 0.0], [0.0, 0.0, 0.0], [0.0, 0.0, 0.0], [0.0, 0.0, 0.0], [0.0, 0.0, 0.0], [0.0, 0.0, 0.0], [0.0, 0.0, 0.0], [0.0, 0.0, 0.0], [0.0, 0.0, 0.0], [-0.1, 0.0, 0.0], [-0.1, 0.0, 0.0], [-0.1, 0.0, 0.1], [0.0, 0.0, 0.0], [0.0, 0.0, 0.0], [0.0, 0.0, 0.0], [0.0, 0.0, 0.0], [0.0, 0.0, 0.0], [0.0, 0.0, 0.0], [0.0, 0.0, 0.0], [0.0, 0.0, 0.0], [0.1, 0.0, 0.1], [0.0, 0.0, 0.0], [0.0, 0.0, 0.0], [0.0, 0.0, 0.0], [0.0, 0.0, 0.0], [0.0, 0.0, 0.0], [0.0, -0.1, 0.1], [-0.1, 0.1, -0.2], [0.0, 0.0, 0.0], [0.0, 0.0, 0.0], [0.0, 0.0, 0.0], [0.0, 0.0, 0.0], [0.0, 0.0, 0.0], [0.0, 0.0, 0.1], [-0.2, -0.2, -0.5], [0.0, 0.1, 0.0], [-0.2, 0.0, 0.3], [0.0, 0.0, 0.0], [0.0, 0.0, 0.0], [0.0, 0.0, 0.0], [0.0, 0.0, 0.0], [0.0, 0.0, 0.0], [0.0, 0.0, 0.0], [0.0, 0.0, 0.0], [0.0, 0.0, 0.0], [0.0, 0.0, 0.0], [0.0, 0.0, 0.0], [0.0, 0.0, 0.0], [0.0, 0.0, 0.0], [0.0, 0.0, 0.0], [0.0, 0.0, 0.0], [0.0, 0.0, 0.0], [0.0, 0.0, 0.0], [0.0, 0.0, 0.0], [0.0, 0.0, -0.1], [0.0, 0.0, 0.0], [0.1, 0.0, 0.0], [0.1, -0.1, -0.1], [0.1, 0.0, 0.2], [0.0, 0.0, -0.1], [0.0, -0.1, 0.0], [0.0, 0.0, 0.0], [0.0, 0.0, 0.0], [0.0, 0.0, 0.0], [0.0, 0.0, 0.0], [0.0, 0.0, 0.0], [0.0, 0.0, 0.0], [0.0, 0.0, 0.0], [0.2, 0.1, -0.2], [0.0, 0.0, 0.0], [0.0, 0.0, 0.0], [0.0, 0.0, 0.0], [0.0, 0.0, 0.0], [0.0, 0.0, 0.0], [0.0, 0.0, 0.0], [0.0, 0.0, 0.1], [0.0, 0.3, -0.1], [0.0, 0.0, 0.0], [0.0, 0.0, 0.0], [0.0, 0.0, 0.0], [0.0, 0.0, 0.0], [0.0, 0.0, 0.0], [0.0, 0.0, 0.0], [0.0, 0.0, 0.0], [0.0, 0.0, 0.0], [0.0, 0.0, 0.0]],
  "lowdin_charge": [1.128, -0.040, -0.149, -0.059, -0.377, 0.046, -0.240, -0.049, -0.084, -0.054, -0.167, -0.051, -0.073, -0.027, -0.222, 0.040, -0.371, -0.142, -0.040, -0.056, -0.117, -0.060, -0.031, -0.054, -0.127, -0.069, -0.037, 0.100, 0.093, 0.053, 0.089, 0.090, 0.090, 0.118, 0.103, 0.107, 0.107, 0.104, 0.121, 0.049, 0.096, 0.101, 0.088, 0.091, 0.091, 0.082, 0.081, 0.101, 0.098, 0.091, 0.092, 0.075, 0.096, 0.052, 0.093, 0.094, 0.092, -0.055, -0.242, -0.069, -0.089, -0.039, -0.196, 0.098, -0.194, -0.035, -0.096, -0.102, -0.040, -0.097, -0.625, -0.003, -0.105, -0.159, -0.024, 0.075, 0.061, 0.085, 0.102, 0.099, 0.110, 0.093, 0.107, 0.098, 0.092, 0.111, 0.079, 0.071, 0.069, -0.004, -0.477, -0.006, 0.054, -0.789, 0.051, -0.463, 0.005, 0.005, 0.091, 0.095, 0.086, 0.094, 0.081, 0.091, 0.058, 0.096, 0.096, 0.086, 0.069, 0.098, 0.021, -0.345, -0.075, -0.118, -0.068, 0.110, 0.077, 0.081, 0.088, 0.107, 0.113, 0.160],
  "multiplicity": 1,
  "e_above_lowest_kcal_mol": 4.9
}

[2]
{
  "formula": "C16H24N6OPS3",
  "method": "the ωB97M-V functional and the def2-TZVPD basis",
  "elements": ["C", "C", "P", "C", "N", "C", "N", "S", "N", "C", "S", "N", "C", "C", "C", "C", "N", "C", "C", "C", "C", "C", "C", "C", "O", "N", "S", "H", "H", "H", "H", "H", "H", "H", "H", "H", "H", "H", "H", "H", "H", "H", "H", "H", "H", "H", "H", "H", "H", "H", "H"],
  "coordinates": [[5.95882, 1.03736, -0.31019], [4.76845, 1.58645, 0.55139], [3.49246, 0.20654, 0.57345], [3.62288, -0.42465, 2.29670], [1.93171, 1.04926, 0.25323], [1.55415, 1.74436, -0.86197], [2.24394, 1.94719, -1.98971], [1.56460, 2.89400, -3.27663], [3.53549, 1.38405, -2.18152], [3.52430, 0.54336, -3.10433], [3.64735, -0.70389, -3.99208], [0.31159, 2.27762, -0.78465], [-0.17262, 1.89542, 0.39515], [-1.53764, 2.18440, 0.94397], [-2.39629, 0.89772, 0.69120], [-3.90775, 1.19589, 0.53484], [-4.63353, -0.05966, 0.83068], [-4.73850, -0.90689, -0.36128], [-3.63732, -1.97656, -0.46175], [-3.11368, -2.26645, -1.71880], [-2.10400, -3.20457, -1.89300], [-1.58374, -3.86653, -0.79238], [-2.10863, -3.59647, 0.46455], [-3.13233, -2.67413, 0.64326], [-3.65379, -2.45523, 1.89405], [0.77959, 1.16148, 1.01586], [0.48458, 0.47861, 2.54799], [5.53597, 0.38853, -1.09180], [6.60602, 0.37339, 0.27975], [6.51750, 1.83860, -0.80422], [4.35173, 2.49108, 0.09745], [5.17884, 1.74520, 1.55810], [2.96745, -1.28072, 2.49873], [3.34697, 0.34316, 3.03828], [4.67676, -0.67098, 2.49110], [2.64918, 3.66532, -3.56680], [-1.49935, 2.42609, 2.01278], [-1.96054, 3.05175, 0.42321], [-2.05355, 0.51635, -0.28892], [-2.19650, 0.11612, 1.43075], [-4.20768, 1.92035, 1.30546], [-4.11070, 1.53806, -0.49376], [-5.58304, 0.21993, 1.06172], [-4.78827, -0.34626, -1.31203], [-5.68441, -1.47388, -0.29281], [-3.53315, -1.73313, -2.57439], [-1.74207, -3.40126, -2.90365], [-0.77771, -4.58931, -0.92254], [-1.67610, -4.14767, 1.30361], [-2.95721, -2.50470, 2.55810], [0.23978, -0.83470, 2.28381]],
  "forces_ev_per_angstrom": [[-0.8, -0.5, -0.2], [0.6, -0.8, 0.0], [1.6, -0.9, -1.0], [-1.0, 1.1, 0.9], [-1.0, 1.1, -0.5], [-0.1, 0.3, -0.1], [0.6, 0.6, -0.3], [-0.1, 0.0, -0.2], [-0.9, -0.2, -0.7], [0.5, -0.7, 1.0], [0.0, 0.4, -0.3], [-0.2, -0.3, 0.8], [1.3, 0.5, -0.9], [-0.1, -0.7, 0.0], [0.2, 0.7, -1.2], [0.6, -1.1, 1.1], [-0.6, 1.1, -1.0], [-0.1, -1.4, 0.5], [-0.2, 0.7, -0.1], [-0.1, 0.0, 0.1], [0.0, 0.1, -0.6], [0.0, 0.1, -0.2], [0.6, -0.4, 0.1], [0.2, 0.1, 0.1], [0.0, 0.1, -0.1], [-1.4, -0.7, 2.1], [0.5, -0.1, 0.5], [0.3, 0.3, 0.0], [0.0, 0.5, -0.1], [0.0, -0.2, 0.3], [0.1, -0.1, 0.3], [-0.6, 0.4, -0.2], [0.4, 0.1, -0.3], [0.2, -0.2, -0.2], [-0.2, -0.1, -0.5], [-0.1, -0.4, 0.5], [0.1, -0.1, -0.2], [0.2, -0.3, -0.1], [-0.1, -0.2, 0.4], [-0.3, 0.3, 0.0], [0.0, 0.0, -0.4], [0.0, 0.3, 0.4], [0.1, -0.2, 0.2], [0.1, 0.0, 0.3], [0.2, 0.3, 0.0], [0.2, -0.2, 0.1], [0.0, 0.0, 0.3], [-0.3, 0.2, 0.1], [-0.4, 0.2, 0.0], [-0.1, -0.3, -0.1], [0.0, 0.4, -0.5]],
  "nbo_charge": [-0.612, -0.710, 0.971, -0.959, -0.446, 0.560, -0.379, 0.256, -0.404, 0.192, 0.303, -0.485, 0.498, -0.464, -0.402, -0.221, -0.597, -0.246, -0.115, -0.188, -0.238, -0.201, -0.310, 0.360, -0.677, -0.348, 0.261, 0.209, 0.216, 0.235, 0.243, 0.237, 0.250, 0.243, 0.272, 0.139, 0.247, 0.259, 0.208, 0.223, 0.201, 0.179, 0.366, 0.179, 0.221, 0.213, 0.218, 0.220, 0.213, 0.475, 0.134],
  "multiplicity": 1,
  "smiles": "CCP(C)n1c(N(S)N=C=S)nc(CCCNCc2ccccc2O)[n+]1S",
  "e_above_lowest_kcal_mol": 23.7,
  "total_charge": 1
}